ORCA calculation (ωB97M-V with the def2-TZVPD basis set) on C3H6O3 in the gas phase in a non-equilibrium geometry.

Properties
- Strongest force on any atom: 0.035 Eh/bohr
- SMILES: O=COCCO
- LUMO level: 0.031 Eh
- Relative energy (zero: lowest compared OMol25 entry of this formula, charge and spin): 179.9 kJ/mol
- Orbital gap: 11.34 eV

Geometry as ORCA input:
```
! RIJCOSX wB97M-V def2-TZVPD def2/J DEFGRID3
* xyz 0 1
O 0.13531 -1.50224 0.96481
C 1.02904 -0.80958 0.13322
C 0.67659 0.65142 0.02619
O -0.35697 0.62161 -1.12161
C -1.55002 0.67687 -0.51994
O -2.19353 -0.26731 -0.14508
H -0.76862 -1.32641 0.65101
H 0.99707 -1.14101 -0.91059
H 2.03855 -0.96118 0.51907
H 1.46813 1.32098 -0.30949
H 0.31343 1.01759 1.01465
H -1.78898 1.71925 -0.30224
*
```